ORCA calculation (ωB97M-V/def2-TZVPD) on 2 unconnected molecules or ions with the total composition CH2N2O2Si.

Element x y z (Å)
H  -2.114  -0.732  1.291
H  -1.098  0.224  -1.514
N  0.543  2.924  0.390
Si  -0.585  0.241  -0.214
O  1.534  -1.174  -0.981
O  0.845  -2.037  0.863
C  0.163  1.863  0.215
N  0.711  -1.309  -0.049

Atoms 1-2, force components in eV/Å:
2.052 1.615 -1.998
-0.396 0.065 -1.358

HOMO level (alpha / beta) (eV): -10.483 / -10.480
Molar mass (g mol⁻¹): 102.1
E (eV): -16015.8450
ΔE to the lowest compared entry with this formula, charge and spin (kJ/mol): 339.4
Gap between HOMO and LUMO (alpha / beta) (eV): 8.78 / 8.78
Total charge: 0

ORCA calculation (ωB97M-V/def2-TZVPD) on a molecular structure, C18H37N8O3RhSi.

Element x y z (Å)
N  2.056  -2.969  -1.517
C  -5.057  -2.323  0.661
N  -2.756  -3.164  0.486
H  -3.355  -3.351  -2.978
H  -3.283  0.000  0.596
O  -1.191  1.529  0.547
C  -0.989  -1.323  -2.795
C  2.775  -5.118  -0.574
H  -0.702  -0.517  -5.941
C  2.240  -2.018  -2.609
C  -1.703  -0.871  -5.689
N  -1.575  -2.703  0.426
H  2.825  -6.186  -0.783
H  -3.818  -3.152  3.106
N  -3.602  -2.118  0.559
N  1.283  1.470  -0.450
C  -2.894  -1.002  0.544
C  1.702  -2.567  -0.301
H  0.608  4.648  2.020
H  -4.957  -4.361  2.504
H  2.082  -2.548  -3.545
C  2.348  -4.375  -1.821
C  -5.554  -2.302  2.106
H  1.396  1.671  -1.442
H  0.513  -3.249  -4.776
H  -0.955  5.488  1.942
H  -5.523  -1.541  0.063
H  2.176  1.175  -0.059
C  1.432  -2.893  2.082
H  -6.618  -2.544  2.027
H  1.339  3.445  0.240
H  -5.878  -0.903  3.719
C  -5.421  -0.917  2.731
H  -0.628  -4.376  -4.016
C  -0.531  -3.566  -4.741
N  0.781  2.605  0.218
H  -5.341  -3.415  3.941
N  1.614  -3.409  0.727
O  -1.022  3.592  1.242
H  0.556  -2.259  2.154
Si  -1.663  -2.140  -4.333
H  -0.781  -3.970  -5.725
C  -3.371  -2.739  -3.882
C  -0.620  -0.781  -1.776
H  1.462  -4.826  -2.274
H  3.772  -4.794  -0.271
C  -0.498  2.562  0.663
H  -5.910  -0.148  2.129
H  -2.304  -0.007  -5.399
Rh  -0.124  -0.153  -0.054
H  -3.779  -3.352  -4.689
H  1.285  -3.740  2.745
O  1.515  -1.294  -0.078
H  -4.371  -0.640  2.870
C  -0.279  4.827  1.414
H  -0.036  5.253  0.441
H  -5.241  -3.285  0.185
C  1.795  -4.855  0.549
H  3.145  -4.389  -2.562
H  2.315  -2.341  2.407
H  2.182  -5.254  1.484
N  -1.620  -1.355  0.487
H  -2.143  -1.293  -6.595
H  0.824  -5.318  0.361
H  -4.054  -1.901  -3.728
H  1.513  -1.217  -2.552
C  -4.878  -3.372  2.956
H  3.256  -1.619  -2.603

Atoms 1-2, force components in eV/Å:
-0.112 -0.060 -0.010
0.023 0.010 -0.006

HOMO level (eV): -14.411
Molar mass (g mol⁻¹): 544.5
E (eV): -48200.4202
ΔE to the lowest compared entry with this formula, charge and spin (kJ/mol): 15.8
Gap between HOMO and LUMO (eV): 7.85
Total charge: +2

ORCA calculation (ωB97M-V/def2-TZVPD) on 6 unconnected molecules or ions with the total composition C25H53FN2O13S6.

Element x y z (Å)
H  -3.348  -0.764  4.642
C  -6.669  0.000  4.300
O  -2.062  4.241  2.243
N  -1.743  3.002  6.211
C  1.554  3.467  3.343
O  1.827  -2.025  -8.009
H  -3.140  0.791  -0.082
H  -1.022  2.563  6.774
S  -0.002  0.603  4.375
C  0.816  -1.391  -4.073
H  1.985  -1.939  1.042
H  0.279  -0.311  -9.446
H  -7.396  -1.856  5.171
H  4.164  -1.949  3.182
H  -3.942  -1.642  3.207
H  0.177  -0.589  -3.708
H  3.985  -1.950  -3.095
H  5.201  -3.787  1.939
C  -1.291  1.952  0.011
H  -2.970  2.006  -1.345
O  6.285  -1.500  0.935
H  3.394  -3.573  -3.529
C  0.228  -3.856  -9.025
C  3.185  -2.507  -3.581
S  1.663  -2.163  -2.704
H  -1.023  3.827  -1.055
C  -0.046  -2.075  -10.713
H  0.215  -2.155  -4.566
H  -0.645  -1.681  -11.534
H  1.220  -4.282  -9.171
H  -4.421  3.205  0.075
C  0.676  3.144  4.638
H  -1.527  -3.576  -10.255
C  -2.786  1.802  -0.286
C  -6.633  -1.514  4.471
S  0.417  -2.306  -8.147
H  1.309  2.649  5.415
F  -0.636  -0.130  3.043
H  1.667  4.580  3.279
O  -0.482  -2.283  -7.016
H  3.299  -0.505  -0.278
H  2.397  -0.004  -4.561
H  3.899  -1.719  -5.481
C  -4.234  -1.068  4.086
C  -1.008  3.450  -0.032
H  3.695  3.203  6.332
H  1.004  -2.044  -11.016
H  1.566  -0.658  -5.975
O  -0.600  -0.082  5.537
C  4.051  2.590  5.471
H  5.121  2.333  5.603
H  -2.242  3.280  4.172
H  4.712  3.525  3.556
S  -2.387  4.182  0.836
C  -5.220  -1.844  4.964
C  -0.440  -3.512  -10.360
O  -5.274  0.311  2.091
O  1.458  0.362  4.329
O  1.924  -1.154  -1.698
H  2.569  -2.862  -5.622
C  2.963  -2.038  -5.023
H  4.228  0.102  1.121
O  2.807  2.808  3.321
H  -6.812  -2.004  3.510
C  1.936  -0.903  -4.983
H  2.270  -0.694  2.253
H  -0.146  -4.215  -11.139
H  -6.696  0.505  5.266
H  2.854  -3.121  3.006
C  4.386  -3.241  1.467
C  3.778  3.433  4.163
H  -1.304  -1.111  -9.229
H  1.012  3.154  2.423
H  3.779  -3.918  0.865
H  3.419  1.678  5.437
O  1.002  -3.407  -2.380
H  -1.071  1.557  1.007
H  -0.382  -4.533  -8.430
H  -5.019  -2.915  4.927
H  -0.075  3.727  0.456
N  -0.419  2.225  4.221
H  -1.625  4.009  6.169
H  -3.795  2.418  1.547
S  5.046  -1.989  0.376
C  3.763  -0.776  0.669
C  -0.244  -1.265  -9.437
S  -5.109  0.392  3.525
H  -2.367  1.596  4.814
C  2.762  -1.432  1.621
H  -5.114  -1.527  6.005
H  3.451  4.467  4.429
H  -0.678  1.409  -0.709
C  3.527  -2.462  2.456
C  -3.530  2.829  0.573
H  -7.490  0.344  3.673
C  -1.756  2.524  4.823
O  4.959  -2.464  -0.988
H  0.319  4.121  5.009
O  -4.546  1.561  4.162
O  -2.840  5.344  0.107

Atoms 1-2, force components in eV/Å:
0.015 0.094 -0.147
-0.376 -0.194 0.127

Structure (SMILES): CCOCCN(CN)S(=O)(=O)F.O=S1(=O)CCCC1.O=S1(=O)CCCC1.O=S1(=O)CCCC1.O=S1(=O)CCCC1.O=S1(=O)CCCC1
HOMO level (eV): -9.494
Molar mass (g mol⁻¹): 801.1
E (eV): -124108.2802
Gap between HOMO and LUMO (eV): 9.95
Total charge: 0

ORCA calculation (ωB97M-V/def2-TZVPD) on a molecular structure, C19H42NO2P3Pb.

Element x y z (Å)
H  -2.038  -2.247  -4.366
H  1.684  2.865  0.007
H  -3.018  -0.943  1.634
O  0.679  0.196  -1.571
C  2.034  1.901  0.385
H  2.059  0.547  -3.645
H  -2.280  -0.318  4.188
H  -1.047  2.450  -4.163
C  0.421  -0.482  -2.763
C  1.494  -4.468  -3.076
C  -0.748  -1.253  -2.905
H  1.704  -5.450  -3.508
H  1.437  -0.232  -5.967
H  1.956  1.175  -0.430
H  1.351  -1.763  4.104
C  1.230  -0.132  -3.853
C  -1.344  3.852  -0.573
H  -3.274  2.265  3.284
H  2.288  3.104  2.884
O  1.528  -3.005  1.788
H  -3.094  0.938  -2.439
C  -3.100  1.975  -2.057
C  -3.131  0.153  1.662
H  0.616  3.623  2.522
P  1.050  1.338  1.811
H  -1.632  2.733  3.868
H  -3.579  2.635  -2.793
H  0.360  3.097  -3.322
H  1.512  -5.451  2.213
H  -0.714  0.477  4.481
C  1.457  -3.554  2.914
H  2.573  -2.566  -2.591
H  -0.113  0.681  -1.308
H  2.151  -0.822  2.162
H  1.414  -5.357  3.950
C  0.821  -0.541  -5.123
C  -0.741  3.096  -3.330
C  1.391  -2.851  4.251
H  -1.388  -1.471  -2.036
H  2.286  -3.091  4.858
H  0.504  -3.186  4.825
H  -3.934  0.418  2.375
H  3.628  -4.071  -2.701
H  -2.206  3.271  2.247
C  -2.228  2.453  2.985
P  -1.350  2.430  -1.731
H  -0.684  -1.533  -6.305
C  2.618  -3.671  -2.550
H  -0.794  -1.013  3.496
C  -1.150  -1.624  -4.189
H  -1.190  4.814  -1.091
C  2.291  0.204  2.541
H  -1.087  4.121  -3.499
H  -3.403  0.520  0.660
Pb  1.581  -4.676  -0.886
H  0.613  -3.921  -3.449
H  -3.670  1.997  -1.117
H  -2.274  3.906  0.020
P  -1.530  0.913  2.218
H  0.936  2.550  3.915
N  1.428  -4.904  3.050
C  -0.377  -1.232  -5.302
H  2.207  0.219  3.636
C  -1.304  -0.077  3.746
C  1.235  2.799  2.893
H  3.299  0.550  2.265
H  3.093  1.963  0.658
H  -0.507  3.675  0.139

Atoms 1-2, force components in eV/Å:
0.318 0.457 0.250
0.048 -0.072 0.105

HOMO level (alpha / beta) (eV): -19.755 / -18.834
Molar mass (g mol⁻¹): 616.7
E (eV): -59038.7543
ΔE to the lowest compared entry with this formula, charge and spin (kJ/mol): 33.5
Gap between HOMO and LUMO (alpha / beta) (eV): 5.57 / 4.03
Total charge: +4

ORCA calculation (ωB97M-V/def2-TZVPD) on a single C5H6F2N2 molecule.

Element x y z (Å)
H  -0.148  -2.611  -0.137
C  0.493  -0.617  -0.597
C  -0.447  -0.266  1.660
N  -0.402  0.497  0.516
C  -0.815  1.730  0.080
C  0.919  -0.066  -1.747
H  -1.246  2.300  0.928
H  1.509  -2.220  0.362
F  0.163  2.498  -0.420
H  0.928  0.990  -1.939
N  0.085  -1.417  1.653
F  -1.863  1.685  -0.791
H  -0.752  0.055  2.651
H  1.049  -0.740  -2.494
C  0.525  -1.819  0.273

Atoms 1-2, force components in eV/Å:
0.382 0.450 0.473
-1.511 4.242 1.170

Structure (SMILES): C=C1CN=CN1C(F)F
HOMO level (eV): -9.050
Molar mass (g mol⁻¹): 132.1
E (eV): -13694.7881
ΔE to the lowest compared entry with this formula, charge and spin (kJ/mol): 247.9
Gap between HOMO and LUMO (eV): 9.98
Total charge: 0

ORCA calculation (ωB97M-V/def2-TZVPD) on a single C25H30N4O4 molecule.

Element x y z (Å)
O  1.450  1.390  1.777
C  -2.976  -1.642  0.261
C  3.616  -1.697  -2.794
C  1.738  -2.769  1.625
H  1.011  5.054  1.690
C  4.158  -0.129  0.571
H  -4.839  -2.423  -0.364
C  2.591  0.598  -1.138
C  -0.778  1.160  1.052
C  2.893  -2.566  -0.490
H  -2.520  -2.611  0.382
H  5.249  0.000  0.553
C  -4.281  -1.525  -0.153
H  -6.553  -1.801  -1.822
H  -2.125  2.742  0.678
C  -2.870  0.779  0.388
H  3.751  2.342  -0.685
C  -6.971  -1.217  -0.996
C  -4.188  0.894  -0.028
H  1.920  -2.553  2.681
C  0.389  1.897  1.454
C  1.813  2.867  -1.416
H  4.275  -0.984  -3.284
H  4.639  -2.108  1.398
N  0.166  -1.049  1.216
C  0.280  -2.395  1.328
H  1.944  -2.748  -1.002
H  -7.091  -1.860  -0.119
H  4.835  -1.851  -1.067
H  1.136  -0.897  -1.657
H  -7.944  -0.826  -1.290
H  -0.846  0.383  -3.626
C  -0.931  0.528  -2.548
H  1.994  3.931  -1.346
N  3.653  -0.236  -0.786
O  -0.613  -3.208  1.235
C  1.357  0.157  -1.612
H  3.882  -2.701  -3.117
N  -1.978  1.749  0.705
N  2.609  -1.968  0.798
H  1.508  3.857  2.924
C  -0.905  -0.224  0.956
C  2.799  1.978  -1.043
C  1.293  4.019  1.865
H  3.405  -3.542  -0.385
C  0.599  2.410  -1.900
C  0.366  1.046  -2.002
H  1.037  -0.527  1.332
H  2.175  3.754  1.280
H  1.867  -3.851  1.471
C  3.796  -1.394  1.389
C  -4.894  -0.268  -0.302
H  -1.742  1.229  -2.367
H  2.599  -1.490  -3.107
H  3.702  0.741  1.040
C  3.789  -1.590  -1.283
O  -6.182  -0.088  -0.708
H  -0.167  3.112  -2.197
H  -4.671  1.852  -0.143
O  0.184  3.232  1.462
H  3.584  -1.107  2.420
C  -2.240  -0.488  0.538
H  -1.192  -0.428  -2.099

Atoms 1-2, force components in eV/Å:
-0.130 0.088 0.032
-0.072 0.016 -0.034

Structure (SMILES): COC(=O)c1[nH]c2cc(OC)ccc2c1NC(=O)CN1CCN(c2cccc(C)c2)[C@H](C)C1
HOMO level (eV): -7.321
Molar mass (g mol⁻¹): 450.5
E (eV): -40563.2062
ΔE to the lowest compared entry with this formula, charge and spin (kJ/mol): 106.6
Gap between HOMO and LUMO (eV): 7.86
Total charge: 0

Q: Which value of E does entry 1 give?
A: -16015.8450 eV